A single C2H5FN2 molecule in a non-equilibrium geometry, computed with ωB97M-V with the def2-TZVPD basis set.

Computed properties:
HOMO-LUMO gap: 9.80 eV
LUMO: 0.86 eV
ΔE to the lowest compared entry with this formula, charge and spin: 96.4 kcal/mol
max |F|: 4.34 eV Å⁻¹
structure (SMILES): C=NN(C)F

```
! wB97M-V def2-TZVPD RIJCOSX def2/J DEFGRID3
* xyz 0 1
C -2.056 0.286 -0.095
C 1.421 -0.188 -0.175
N -0.892 -0.094 -0.245
N 0.182 0.463 -0.399
F 0.303 1.918 -0.010
H -2.836 -0.432 -0.253
H -2.705 1.100 0.163
H 2.255 0.338 -0.443
H 1.509 -0.544 0.844
H 1.366 -1.069 -0.980
*
```



A single C5H9NO molecule in a non-equilibrium geometry, computed with ωB97M-V with the def2-TZVPD basis set.

Computed properties:
HOMO-LUMO gap: 10.48 eV
LUMO: 1.07 eV
ΔE to the lowest compared entry with this formula, charge and spin: 67.6 kcal/mol
max |F|: 1.23 eV Å⁻¹
structure (SMILES): C[C@H]1CC/C1=N\O

```
! wB97M-V def2-TZVPD RIJCOSX def2/J DEFGRID3
* xyz 0 1
C 0.923 1.540 -0.953
C 0.157 0.231 -0.879
C 0.873 -1.078 -0.424
C -0.367 -1.462 0.425
C -0.775 -0.023 0.277
N -1.384 0.803 1.035
O -1.971 0.108 2.098
H 1.655 1.515 -1.768
H 1.454 1.728 -0.014
H 0.248 2.385 -1.131
H -0.371 0.042 -1.824
H 1.189 -1.770 -1.208
H 1.721 -0.867 0.236
H -0.194 -1.792 1.453
H -1.042 -2.167 -0.071
H -2.116 0.806 2.749
*
```



A single C5H9N3 molecule in a non-equilibrium geometry, computed with ωB97M-V with the def2-TZVPD basis set.

Computed properties:
HOMO-LUMO gap: 10.01 eV
LUMO: 0.70 eV
ΔE to the lowest compared entry with this formula, charge and spin: 185.8 kcal/mol
max |F|: 6.74 eV Å⁻¹
structure (SMILES): C[C@@]12C=NN[C@H]1CN2

```
! wB97M-V def2-TZVPD RIJCOSX def2/J DEFGRID3
* xyz 0 1
C -0.355 1.697 0.866
C -0.052 0.492 -0.279
C -1.396 -1.099 0.197
C 0.270 -0.951 0.168
C 1.244 0.649 -0.869
H 0.538 1.898 1.200
H -1.008 1.535 1.817
H -0.667 2.433 -0.099
H -1.287 -0.324 -1.743
H -1.603 -1.999 -0.429
H -2.058 -1.153 1.282
H 0.463 -1.681 -0.557
H 2.074 -1.781 0.257
H 1.635 1.148 -1.718
N -1.441 0.059 -0.731
N 1.475 -0.904 0.845
N 2.168 -0.020 -0.207
*
```



A molecular structure, C32H34KN5O4S2 in a non-equilibrium geometry, computed with ωB97M-V with the def2-TZVPD basis set.

Computed properties:
HOMO-LUMO gap: 5.26 eV
LUMO: 3.57 eV
ΔE to the lowest compared entry with this formula, charge and spin: 0.0 kcal/mol
max |F|: 1.26 eV Å⁻¹

```
! wB97M-V def2-TZVPD RIJCOSX def2/J DEFGRID3
* xyz -2 1
K -0.578 -0.854 0.625
C 1.761 -0.690 2.962
N 1.661 0.188 1.797
C 2.717 -0.050 0.824
C 2.618 -1.401 0.116
N 1.511 -1.504 -0.831
C 1.171 -2.919 -1.015
C 1.596 -0.784 -2.044
C 2.769 -0.134 -2.439
C 2.882 0.555 -3.637
C 1.807 0.581 -4.509
C 0.623 -0.033 -4.136
C 0.459 -0.686 -2.903
S -1.135 -1.249 -2.492
C 1.454 1.558 2.132
C 2.417 2.529 1.850
C 2.210 3.882 2.085
C 1.011 4.292 2.645
C 0.048 3.349 2.958
C 0.221 1.975 2.713
S -1.090 0.903 3.107
H 2.712 -0.528 3.499
H 1.689 -1.739 2.671
H 0.937 -0.478 3.638
H 3.715 -0.006 1.298
H 2.663 0.736 0.070
H 2.477 -2.192 0.852
H 3.583 -1.601 -0.377
H 1.982 -3.445 -1.543
H 0.255 -3.025 -1.589
H 1.049 -3.382 -0.037
H 3.640 -0.172 -1.797
H 3.806 1.068 -3.881
H 1.881 1.096 -5.462
H -0.240 -0.003 -4.791
H 3.370 2.234 1.428
H 2.981 4.597 1.824
H 0.829 5.344 2.840
H -0.897 3.655 3.387
O 1.518 4.567 -4.895
C 1.789 4.180 -3.613
O 2.846 4.500 -3.140
C 0.757 3.383 -2.922
C -0.527 3.159 -3.428
C -1.444 2.393 -2.745
C -1.110 1.802 -1.520
C 0.186 2.002 -1.032
C 1.091 2.792 -1.702
N -1.944 1.003 -0.762
C -3.205 1.131 -0.777
C -4.088 0.238 -0.046
C -5.469 0.470 -0.080
C -6.323 -0.390 0.577
C -5.785 -1.471 1.261
C -4.404 -1.620 1.249
N -3.573 -0.803 0.623
H 0.696 4.157 -5.181
H -0.839 3.588 -4.376
H -2.416 2.201 -3.181
H 0.450 1.543 -0.088
H 2.084 2.954 -1.305
H -3.702 1.918 -1.356
H -5.848 1.327 -0.624
H -7.394 -0.227 0.564
H -6.417 -2.173 1.787
H -3.947 -2.448 1.783
N -1.064 -2.724 2.802
C -1.056 -4.102 3.293
C -0.489 -5.098 2.276
C 1.060 -5.250 2.458
O 1.446 -6.370 2.857
O 1.739 -4.208 2.296
H -1.276 -2.062 3.541
H -1.768 -2.609 2.081
H -2.064 -4.427 3.606
H -0.424 -4.146 4.184
H -0.726 -4.757 1.262
H -0.925 -6.086 2.434
*
```



4 unconnected molecules or ions with the total composition C10H19O6S in a non-equilibrium geometry, computed with ωB97M-V with the def2-TZVPD basis set.

Computed properties:
HOMO-LUMO gap: 7.88 eV
LUMO: 2.78 eV
ΔE to the lowest compared entry with this formula, charge and spin: 265.9 kcal/mol
max |F|: 7.73 eV Å⁻¹

```
! wB97M-V def2-TZVPD RIJCOSX def2/J DEFGRID3
* xyz -1 1
O 1.459 -0.436 0.822
S 0.309 0.388 0.196
O 0.988 1.566 -0.603
O -0.549 -0.540 -0.949
C -0.804 1.096 1.578
C -2.398 0.959 1.162
C -3.269 -0.430 1.151
C -4.852 -0.462 0.708
C -5.600 0.929 0.215
C -4.719 2.347 0.211
C -3.148 2.363 0.695
H -0.538 0.530 2.586
H -0.506 2.245 1.632
H -2.733 -1.423 1.468
H -5.502 -1.437 0.716
H -6.721 0.974 -0.148
H -5.247 3.339 -0.151
H -2.597 3.396 0.693
C 4.845 -1.363 1.484
O 3.557 -1.944 1.565
H 5.559 -2.009 2.001
H 5.137 -1.267 0.436
H 4.833 -0.381 1.962
H 2.945 -1.350 1.098
C 7.915 -0.262 0.161
O 7.281 -1.252 -0.628
H 7.965 -0.611 1.195
H 8.927 -0.090 -0.212
H 7.337 0.665 0.119
H 7.251 -0.915 -1.540
C -4.166 -0.818 -3.174
O -5.559 -0.703 -2.955
H -3.668 -0.981 -2.215
H -3.968 -1.667 -3.834
H -3.789 0.103 -3.625
H -5.974 -0.559 -3.822
*
```



A molecular structure, C8H22BCsN3O3P in a non-equilibrium geometry, computed with ωB97M-V with the def2-TZVPD basis set.

Computed properties:
HOMO-LUMO gap: 7.15 eV
LUMO: -0.02 eV
max |F|: 18.25 eV Å⁻¹

```
! wB97M-V def2-TZVPD RIJCOSX def2/J DEFGRID3
* xyz 0 1
C -0.355 2.585 3.101
B -1.309 1.421 2.515
O -2.308 0.946 3.340
P -1.116 0.744 0.632
C -2.475 2.036 0.256
N -1.986 3.437 0.345
O 0.165 -0.357 1.298
C 0.855 -0.964 0.216
C 2.081 -0.094 -0.022
C 3.023 -0.551 -1.099
N 4.057 0.110 -1.354
C -0.250 -1.050 -0.840
C 0.004 -1.773 -2.155
C -0.117 -3.300 -2.039
N 0.960 -3.962 -2.776
O -0.835 0.216 -0.992
H 0.428 2.889 2.342
H -0.925 3.439 3.464
H 0.183 2.158 3.942
H -2.151 0.052 3.687
H -0.182 1.819 0.477
H -2.241 -0.119 0.887
H -2.976 1.818 -0.697
H -3.234 1.922 1.039
H -1.468 3.689 -0.492
H -2.807 4.033 0.363
H 1.133 -1.997 0.474
H 2.655 -0.080 0.908
H 1.764 0.944 -0.182
H 2.772 -1.472 -1.627
H 4.601 -0.323 -2.099
H -0.999 -1.657 -0.294
H -0.733 -1.381 -2.858
H 0.980 -1.538 -2.580
H -1.063 -3.629 -2.476
H -0.138 -3.584 -0.977
H 1.853 -3.578 -2.481
H 1.014 -4.943 -2.518
Cs 1.141 2.097 1.271
*
```



max |F| of number 3 (C5H9N3)? 6.74 eV Å⁻¹



Which value of max |F| does entry 6 give? 18.25 eV Å⁻¹



Which of these has the highest LUMO? C32H34KN5O4S2



Which of these has the highest max |F|? C8H22BCsN3O3P